Molecular formula: C6H10O
Method: DFT, ωB97M-V with the def2-TZVPD basis set

## Properties
Net charge: 0
SMILES string: C=COC(=C)CC
Energy relative to the best compared isomer or geometry (same formula, charge and spin) (kJ/mol): 218.9
HOMO-LUMO gap (eV): 10.26

Each line ends with the natural charge from an NBO analysis.
CARTESIAN COORDINATES (ANGSTROEM)
C (-0.336, 1.503, 1.935)  -0.510
C (0.603, 0.594, 1.908)  0.137
O (0.497, -0.518, 1.123)  -0.519
C (-0.362, -0.468, 0.036)  0.309
C (-1.554, -1.030, 0.023)  -0.460
C (0.163, 0.219, -1.237)  -0.466
C (1.222, -0.770, -1.778)  -0.600
H (-0.372, 2.244, 2.732)  0.212
H (-1.052, 1.664, 1.139)  0.213
H (1.301, 0.400, 2.726)  0.199
H (-2.150, -1.588, 0.811)  0.214
H (-2.275, -0.816, -0.730)  0.204
H (-0.625, 0.524, -2.047)  0.219
H (0.651, 1.198, -1.075)  0.219
H (2.107, -0.410, -2.128)  0.206
H (0.694, -1.387, -2.555)  0.207
H (1.489, -1.359, -0.883)  0.215